Record 1
2 unconnected molecules or ions with the total composition C22H25ClN4O4 in a non-equilibrium geometry, computed with wB97M-V/def2-TZVPD.

Properties
SMILES string	CN1C(=O)CN=C(c2ccccc2)c2cc(Cl)ccc21.CNC(=O)[C@H](CO)NC(C)=O
orbital gap	8.937	eV
spin multiplicity	1

The geometry in XYZ format:
```
56
C22H25ClN4O4 (wB97M-V/def2-TZVPD)
O 0.83 1.13 -2.22
O 0.79 -2.27 -0.17
O -2.09 1.76 -5.04
Cl 2.94 -0.79 7.40
N -0.56 -0.22 2.24
O -3.08 -1.41 -3.60
C -0.19 0.66 -2.71
C 0.87 -1.83 0.98
C -2.09 0.60 -5.41
C 0.33 0.32 3.04
C -0.18 4.46 4.06
C -1.29 3.62 3.95
C 1.10 3.95 3.83
C 3.48 -1.89 4.96
C -1.13 2.27 3.61
C 1.27 2.60 3.51
C 1.68 -0.30 5.03
C 3.27 -2.05 3.59
C 2.69 -1.00 5.68
C 0.16 1.74 3.40
C 1.45 -0.45 3.64
C 2.26 -1.34 2.91
N -2.92 0.28 -6.41
N 2.12 -1.55 1.53
N -0.10 0.04 -3.89
C -1.49 0.74 -1.94
C -0.41 -1.63 1.80
C -3.07 -0.99 -7.12
C 3.30 -1.55 0.66
C -1.86 -1.71 -4.25
C -1.14 -0.46 -4.81
H -3.70 -1.03 -4.23
H -0.31 5.51 4.31
H -2.29 4.01 4.12
H 1.96 4.60 3.90
H 4.26 -2.45 5.47
H -2.00 1.63 3.52
H 2.27 2.22 3.32
H 1.06 0.38 5.61
H 3.90 -2.75 3.04
H -3.48 1.06 -6.74
H 0.84 0.04 -4.24
H -1.35 1.40 -1.09
H -2.28 1.13 -2.57
H -1.75 -0.25 -1.58
H -1.27 -1.89 1.17
H -0.41 -2.31 2.65
H -3.66 -1.69 -6.52
H -2.10 -1.42 -7.35
H -3.60 -0.82 -8.06
H 3.61 -2.58 0.44
H 3.09 -1.04 -0.28
H 4.14 -1.03 1.13
H -2.05 -2.40 -5.06
H -1.20 -2.21 -3.54
H -0.58 -0.83 -5.67
```

***

Record 2
A molecular structure, C51H72GeN2O5S3Si4Sn in a non-equilibrium geometry, computed with wB97M-V/def2-TZVPD.

Properties
orbital gap (alpha / beta)	5.428 / 5.426	eV
spin multiplicity	1
charge	-2

The geometry in XYZ format:
```
139
C51H72GeN2O5S3Si4Sn (wB97M-V/def2-TZVPD)
Sn 0.60 -0.16 -0.01
O -3.30 0.33 1.90
C -2.27 -0.11 1.39
O -1.76 0.30 0.29
C -1.56 -1.35 1.98
O -2.20 -2.11 2.70
O -0.37 -1.55 1.59
C 6.25 1.14 0.25
C 6.06 0.59 -1.01
C 4.99 -0.24 -1.26
C 4.05 -0.55 -0.24
C 4.24 0.06 1.01
C 5.33 0.87 1.25
N 3.00 -1.39 -0.49
C 3.31 -2.60 -1.00
C 2.35 -3.41 -1.63
C 2.65 -4.67 -2.10
C 3.93 -5.20 -1.95
C 4.89 -4.44 -1.30
C 4.59 -3.18 -0.84
H 7.13 1.75 0.45
H 6.75 0.82 -1.81
H 4.84 -0.68 -2.23
H 3.52 -0.17 1.78
H 5.46 1.30 2.24
H 1.35 -3.01 -1.73
H 1.89 -5.26 -2.58
H 4.16 -6.19 -2.34
H 5.88 -4.85 -1.13
H 5.36 -2.62 -0.32
C -0.58 0.16 -4.60
Si -0.16 -1.60 -3.98
C -1.07 -2.80 -5.18
C 1.70 -1.86 -4.33
Si -1.12 -1.92 -1.65
Si -3.55 -1.56 -1.95
C -4.80 -1.34 -0.50
C -4.24 -3.11 -2.89
C -4.05 -0.20 -3.22
Si -1.06 -4.10 -0.47
C -2.69 -4.45 0.47
C -1.06 -5.35 -1.94
C 0.33 -4.50 0.77
H -0.40 0.27 -5.67
H 0.04 0.88 -4.09
H -1.62 0.42 -4.40
H -0.60 -2.82 -6.16
H -2.11 -2.51 -5.32
H -1.07 -3.82 -4.79
H 1.99 -1.49 -5.32
H 2.00 -2.91 -4.27
H 2.29 -1.32 -3.60
H -5.06 -2.30 -0.06
H -5.72 -0.85 -0.81
H -4.37 -0.75 0.30
H -4.38 -3.97 -2.24
H -3.57 -3.42 -3.69
H -5.21 -2.90 -3.35
H -3.63 0.76 -2.92
H -5.13 -0.08 -3.29
H -3.68 -0.43 -4.21
H -3.57 -4.29 -0.13
H -2.75 -3.78 1.33
H -2.72 -5.47 0.85
H -1.92 -5.19 -2.58
H -1.08 -6.38 -1.61
H -0.17 -5.23 -2.56
H 0.41 -3.65 1.45
H 1.30 -4.63 0.30
H 0.11 -5.38 1.37
C -2.24 5.47 -3.69
C -2.24 4.55 -2.48
C -2.03 3.10 -2.84
S -1.81 1.96 -1.35
O -0.68 2.62 -0.66
C -3.39 2.44 -0.53
C -3.19 3.38 0.65
C -4.39 3.34 1.58
H -2.42 6.51 -3.40
H -3.02 5.17 -4.39
H -1.28 5.43 -4.21
H -3.20 4.67 -1.97
H -1.45 4.86 -1.78
H -1.10 2.98 -3.41
H -2.85 2.70 -3.43
H -3.78 1.49 -0.17
H -4.06 2.85 -1.28
H -3.00 4.40 0.31
H -2.31 3.04 1.19
H -5.32 3.55 1.04
H -4.29 4.06 2.38
H -4.45 2.34 2.02
C 1.44 1.28 1.55
Ge 0.38 2.41 2.76
C 0.28 4.39 2.38
C 0.45 4.89 1.09
C 0.54 6.25 0.85
C 0.45 7.15 1.90
C 0.27 6.67 3.19
C 0.20 5.31 3.42
C 1.72 2.60 4.28
C 2.96 3.19 4.04
C 3.90 3.33 5.05
C 3.62 2.88 6.33
C 2.40 2.29 6.59
C 1.46 2.16 5.57
C -1.22 1.89 3.80
C -2.21 2.80 4.14
C -3.27 2.42 4.93
C -3.37 1.12 5.38
C -2.39 0.20 5.05
C -1.31 0.59 4.28
H 1.91 2.05 0.91
H 0.49 4.18 0.27
H 0.68 6.62 -0.16
H 0.52 8.21 1.71
H 0.21 7.37 4.02
H 0.08 4.95 4.43
H 3.19 3.55 3.05
H 4.87 3.77 4.83
H 4.36 2.98 7.12
H 2.17 1.92 7.58
H 0.51 1.69 5.79
H -2.15 3.82 3.76
H -4.04 3.15 5.21
H -4.22 0.82 5.99
H -2.48 -0.83 5.37
H -0.54 -0.12 4.02
S 2.27 1.20 -2.74
C 2.97 2.50 -2.06
N 3.45 2.58 -0.83
C 4.22 3.74 -0.46
C 3.76 4.88 -1.36
S 3.19 4.06 -2.90
H 3.54 1.72 -0.28
H 5.29 3.53 -0.59
H 4.03 3.97 0.60
H 4.56 5.57 -1.61
H 2.91 5.42 -0.94
```

***

Record 3
14 unconnected molecules or ions with the total composition H27O14 in a non-equilibrium geometry, computed with wB97M-V/def2-TZVPD.

Properties
orbital gap	9.336	eV
spin multiplicity	1
charge	-1

The geometry in XYZ format:
```
41
H27O14 (wB97M-V/def2-TZVPD)
O -0.83 -0.34 1.49
H 0.95 -0.13 2.32
O 2.66 2.63 1.99
H -0.35 -1.11 1.19
H 3.21 -1.82 1.23
O -2.83 2.23 0.22
H 3.72 -3.15 1.46
H 1.55 1.10 -0.91
O 1.97 0.68 -1.68
H 3.93 3.14 -0.36
H 1.81 -0.23 -1.43
O 3.60 3.10 -1.26
H 0.98 0.35 -3.66
H 1.94 2.00 1.79
O 0.17 1.83 1.11
H 1.77 -0.20 3.40
H -2.81 -1.06 1.38
O 1.05 0.35 -4.63
H -1.88 0.01 2.95
H -0.37 2.30 0.47
O 3.97 -2.24 1.65
H -2.14 1.59 0.45
H 1.03 -3.29 -1.23
O -2.60 -0.03 3.63
H -3.34 0.11 3.02
H -3.35 2.50 0.98
O -4.55 -1.19 -2.56
H -3.83 -1.67 -2.98
H -4.18 -0.84 -1.74
O -3.17 -1.53 0.59
H 0.68 1.23 -4.80
H 2.45 -2.65 -1.37
O 1.81 -0.59 2.50
H -3.08 -2.19 -1.75
H -3.42 -0.64 0.25
O 1.63 -2.83 -1.83
H 3.51 2.19 -1.56
H -0.26 0.82 1.19
O -2.16 -2.02 -1.98
H 2.53 3.47 1.56
H -1.79 -1.86 -1.10
```

***

Record 4
18 unconnected molecules or ions with the total composition C108H90N18O36 in a non-equilibrium geometry, computed with wB97M-V/def2-TZVPD.

Properties
orbital gap	7.860	eV
spin multiplicity	1

The geometry in XYZ format:
```
252
C108H90N18O36 (wB97M-V/def2-TZVPD)
C -8.94 23.35 7.58
C -9.87 22.51 6.91
C -10.03 21.20 7.45
C -9.28 20.72 8.55
C -8.24 21.55 9.04
C -8.06 22.83 8.50
N -9.55 19.40 9.12
O -8.67 19.05 9.87
O -10.59 18.69 8.89
H -8.77 24.33 7.15
H -10.48 22.75 6.06
H -10.82 20.65 6.97
H -7.68 21.32 9.93
H -7.18 23.38 8.79
C -7.05 16.76 17.60
C -7.57 15.69 16.94
C -7.96 14.51 17.56
C -7.77 14.34 18.89
C -7.21 15.41 19.58
C -6.94 16.66 18.90
N -8.00 13.04 19.64
O -7.67 12.96 20.84
O -8.47 12.11 18.95
H -6.68 17.63 17.08
H -7.57 15.66 15.86
H -8.48 13.83 16.89
H -7.23 15.25 20.65
H -6.69 17.60 19.38
C -2.98 27.08 17.07
C -2.08 26.12 16.74
C -0.81 26.45 16.18
C -0.60 27.74 15.84
C -1.54 28.76 16.24
C -2.75 28.42 16.92
N 0.61 28.14 14.94
O 1.35 27.20 14.55
O 0.64 29.36 14.53
H -3.85 26.54 17.40
H -2.34 25.08 16.83
H -0.12 25.69 15.86
H -1.44 29.80 15.96
H -3.59 29.08 17.06
C -4.17 17.75 8.85
C -5.07 17.48 9.89
C -5.36 18.56 10.70
C -4.72 19.78 10.53
C -3.78 19.94 9.53
C -3.49 18.93 8.66
N -5.00 20.86 11.52
O -5.11 22.02 11.09
O -5.32 20.53 12.67
H -3.90 16.98 8.14
H -5.59 16.55 10.06
H -6.16 18.40 11.41
H -3.33 20.92 9.47
H -2.80 19.03 7.84
C -5.15 27.10 20.75
C -4.43 25.90 20.76
C -3.12 25.89 21.28
C -2.66 27.03 21.97
C -3.50 28.17 21.97
C -4.69 28.28 21.27
N -1.28 27.04 22.55
O -0.89 28.18 22.79
O -0.73 25.93 22.73
H -6.17 27.10 20.41
H -4.91 25.04 20.32
H -2.48 25.04 21.14
H -3.08 29.03 22.46
H -5.17 29.24 21.23
C -4.08 15.86 14.21
C -5.01 14.84 14.28
C -4.64 13.58 14.77
C -3.40 13.39 15.36
C -2.50 14.47 15.43
C -2.80 15.65 14.72
N -2.94 12.01 15.78
O -1.81 12.00 16.32
O -3.61 11.03 15.42
H -4.17 16.76 13.63
H -6.06 14.86 14.03
H -5.35 12.76 14.69
H -1.48 14.45 15.78
H -2.15 16.51 14.68
C -12.44 15.47 10.51
C -12.36 15.33 11.91
C -11.07 15.31 12.51
C -9.93 15.07 11.82
C -10.05 14.96 10.45
C -11.26 15.24 9.77
N -8.59 15.15 12.58
O -7.63 15.10 11.82
O -8.55 14.99 13.80
H -13.39 15.59 10.03
H -13.24 15.52 12.50
H -11.10 15.42 13.59
H -9.23 14.65 9.82
H -11.28 15.27 8.69
C -15.69 18.29 13.72
C -14.75 17.84 12.77
C -13.65 18.68 12.70
C -13.43 19.82 13.49
C -14.31 20.08 14.57
C -15.47 19.36 14.59
N -12.16 20.62 13.23
O -11.47 20.23 12.29
O -11.93 21.66 13.80
H -16.64 17.82 13.92
H -14.89 17.03 12.07
H -12.79 18.49 12.08
H -14.03 20.91 15.20
H -16.24 19.71 15.27
C -9.19 24.00 12.90
C -9.29 25.16 13.65
C -8.34 25.66 14.55
C -7.16 24.81 14.75
C -7.10 23.59 14.05
C -8.08 23.21 13.13
N -6.12 25.14 15.76
O -5.13 24.46 16.06
O -6.20 26.25 16.21
H -9.86 23.74 12.09
H -9.92 25.95 13.28
H -8.48 26.68 14.90
H -6.26 22.93 14.26
H -7.97 22.24 12.66
C -8.29 20.13 15.24
C -8.88 20.89 16.24
C -8.05 21.45 17.26
C -6.68 21.19 17.25
C -6.16 20.30 16.31
C -6.95 19.71 15.30
N -5.87 21.72 18.29
O -6.00 22.85 18.66
O -5.04 20.97 18.78
H -8.90 19.65 14.49
H -9.90 21.18 16.01
H -8.59 22.09 17.95
H -5.11 20.05 16.31
H -6.57 18.99 14.58
C 0.99 17.41 9.68
C -0.33 16.88 9.84
C -1.20 17.57 10.72
C -0.70 18.74 11.37
C 0.61 19.12 11.29
C 1.48 18.53 10.38
N -1.71 19.44 12.25
O -2.29 18.78 13.12
O -1.89 20.62 11.92
H 1.62 16.84 9.01
H -0.78 16.05 9.33
H -2.21 17.24 10.94
H 1.02 19.97 11.81
H 2.51 18.80 10.23
C 1.70 21.66 19.26
C 2.05 22.61 20.17
C 1.30 22.67 21.38
C 0.23 21.77 21.66
C -0.08 20.84 20.66
C 0.61 20.76 19.42
N -0.56 21.79 22.95
O -1.27 20.81 23.05
O -0.47 22.77 23.66
H 2.41 21.67 18.44
H 2.86 23.31 20.06
H 1.62 23.16 22.28
H -0.86 20.11 20.79
H 0.33 19.96 18.75
C -13.09 25.85 13.46
C -13.16 24.80 14.36
C -14.38 24.37 14.93
C -15.57 25.06 14.61
C -15.49 26.18 13.71
C -14.30 26.54 13.07
N -16.86 24.71 15.21
O -17.02 23.62 15.76
O -17.72 25.61 15.10
H -12.18 26.14 12.96
H -12.22 24.31 14.56
H -14.30 23.59 15.68
H -16.41 26.60 13.32
H -14.14 27.40 12.44
C -10.29 17.85 18.10
C -10.84 17.98 16.79
C -11.58 16.91 16.27
C -11.76 15.77 17.01
C -11.13 15.66 18.30
C -10.50 16.72 18.85
N -12.76 14.74 16.65
O -13.48 14.94 15.73
O -12.63 13.65 17.29
H -9.67 18.61 18.54
H -10.64 18.93 16.30
H -12.07 16.94 15.31
H -11.28 14.77 18.91
H -10.07 16.70 19.84
C -4.18 14.09 20.46
C -3.19 13.26 19.87
C -2.04 13.87 19.32
C -1.80 15.22 19.41
C -2.78 16.05 20.05
C -3.95 15.46 20.59
N -0.61 15.90 18.87
O 0.36 15.18 18.84
O -0.64 17.16 18.72
H -5.03 13.58 20.89
H -3.36 12.31 19.40
H -1.37 13.20 18.79
H -2.52 17.04 20.39
H -4.68 16.01 21.16
C -1.40 21.71 15.77
C -0.21 22.01 15.16
C 0.71 21.00 15.02
C 0.47 19.68 15.43
C -0.79 19.44 15.91
C -1.74 20.43 16.08
N 1.39 18.59 15.18
O 2.52 18.88 14.89
O 1.02 17.43 15.27
H -2.14 22.46 16.01
H 0.09 22.97 14.77
H 1.63 21.26 14.52
H -1.15 18.45 16.13
H -2.64 20.28 16.66
C -6.25 20.45 22.56
C -5.69 19.20 22.61
C -5.56 18.57 23.89
C -6.23 19.14 25.05
C -6.90 20.35 24.93
C -6.86 21.01 23.69
N -6.24 18.43 26.39
O -5.86 19.10 27.39
O -6.60 17.28 26.47
H -6.26 21.11 21.70
H -4.96 18.82 21.90
H -5.18 17.56 23.91
H -7.15 20.84 25.86
H -7.35 21.97 23.62
C -10.01 21.53 21.17
C -10.67 20.65 20.28
C -11.16 21.23 19.12
C -11.06 22.61 18.84
C -10.50 23.47 19.79
C -9.88 22.90 20.92
N -11.60 23.16 17.58
O -11.96 24.32 17.55
O -11.77 22.37 16.54
H -9.62 21.10 22.08
H -10.70 19.59 20.47
H -11.63 20.58 18.39
H -10.44 24.54 19.77
H -9.44 23.54 21.67
```

***

Looking at energy relative to the best compared isomer or geometry (same formula, charge and spin) for the records above, in order, we have 3.2 60.4 63.6 170.5 kcal/mol.
Looking at electronic energy for the records above, in order, we have -1833.53026 -7116.10904 -1069.58569 -7861.76268 a.u..